Record 1
Here is 2 unconnected molecules or ions with the total composition C9H14O at a distorted geometry from the Open Molecules 2025 dataset. Energies are from ωB97M-V/def2-TZVPD.

## Properties
Largest force on an atom, eV/Å: 2.5
LUMO, hartree: 0.0323
Frontier orbital gap, eV: 9.3166
E_HOMO, eV: -8.438
ΔE to the lowest compared entry with this formula, charge and spin, eV: 0.804
Structure (SMILES): Cc1ccc(O)cc1.CC

ORCA input file:
```
! RIJCOSX wB97M-V def2-TZVPD def2/J DEFGRID3
* xyz 0 1
C -2.20336 0.01667 2.01909
C -1.73944 0.08370 0.57323
C -1.06744 1.20484 0.15487
C -0.13761 1.21279 -0.92050
C -0.11761 0.06586 -1.69277
O 0.75797 -0.02099 -2.76062
C -0.85271 -1.07098 -1.34755
C -1.57332 -1.10107 -0.17684
H -1.50971 -0.56956 2.61436
H -3.15267 -0.52917 2.05174
H -2.29364 0.97931 2.51490
H -1.17122 2.18963 0.59918
H 0.49633 2.03715 -1.21298
H 1.45204 0.65844 -2.62811
H -0.57689 -1.92710 -1.95398
H -1.99064 -2.07361 0.03898
C 2.55850 -0.46104 2.24258
C 2.92243 0.14182 0.92610
H 1.47783 -0.58074 2.38924
H 2.92242 -1.48349 2.37104
H 2.81463 0.07044 3.16560
H 2.08130 0.08690 0.23482
H 3.31601 1.15711 0.94044
H 3.72622 -0.43247 0.45436
*
```


Record 2
Here is 5 unconnected molecules or ions with the total composition C24H44ClN8 at a distorted geometry from the Open Molecules 2025 dataset. Energies are from ωB97M-V/def2-TZVPD.

## Properties
Largest force on an atom, eV/Å: 4.6
LUMO, hartree: -0.2402
Frontier orbital gap, eV: 9.1432
E_HOMO, eV: -15.680
ΔE to the lowest compared entry with this formula, charge and spin, eV: 3.069

ORCA input file:
```
! RIJCOSX wB97M-V def2-TZVPD def2/J DEFGRID3
* xyz 3 1
C -2.10156 -3.50659 -5.34458
C -1.74138 -4.62827 -4.38001
N -1.66560 -3.91301 -3.05209
C -0.63691 -3.11346 -2.62319
C -0.84773 -2.89435 -1.25751
N -2.12884 -3.34464 -0.91746
C -2.58066 -4.05067 -1.99438
C -2.72083 -3.41280 0.43854
H -3.14181 -3.18103 -5.34723
H -2.02751 -3.76384 -6.40120
H -1.47153 -2.65297 -5.09459
H -0.69260 -4.92245 -4.42025
H -2.39235 -5.50044 -4.31956
H 0.13704 -2.85718 -3.33151
H -0.19975 -2.55893 -0.46126
H -3.53646 -4.55205 -2.03270
H -2.92225 -2.38707 0.74740
H -2.08574 -3.92897 1.15849
H -3.68539 -3.92039 0.42999
C 3.10937 3.59829 1.65738
C 1.58803 3.34901 1.43837
N 0.68371 3.75188 2.50996
C 0.36931 5.05170 2.91800
C -0.50190 5.04250 4.01370
N -0.88726 3.73339 4.12891
C -0.02434 2.95407 3.34667
C -1.89327 3.22516 5.03405
H 3.69787 2.80917 1.18935
H 3.30558 3.79795 2.71082
H 3.35017 4.41402 0.97568
H 1.38032 2.28040 1.38343
H 1.17262 3.86956 0.57550
H 0.81947 5.83280 2.32332
H -1.06254 5.78368 4.56391
H -0.08502 1.88455 3.20939
H -2.80034 3.12557 4.43789
H -2.10834 3.88951 5.87099
H -1.64095 2.19555 5.28769
C -3.62377 -0.38462 -4.23337
C -2.63542 0.13610 -3.11471
N -3.38576 0.61149 -1.95855
C -4.48370 1.40804 -1.93061
C -4.94253 1.58100 -0.61034
N -3.98191 0.94043 0.15461
C -3.07544 0.30039 -0.67845
C -3.89792 0.86642 1.64636
H -3.96155 -1.39589 -4.00679
H -3.07410 -0.39020 -5.17461
H -4.43946 0.33095 -4.33683
H -1.99346 0.96265 -3.41935
H -1.87276 -0.57854 -2.80531
H -4.91958 1.63825 -2.89155
H -5.58493 2.21334 -0.01547
H -2.18160 -0.25430 -0.43396
H -4.75720 0.49651 2.20574
H -3.58878 1.76574 2.17905
H -3.18852 0.12346 2.01087
C 7.71160 0.37741 1.14939
C 6.91895 -0.11650 -0.04141
N 5.52387 -0.29651 0.25278
C 4.42128 0.39124 -0.17138
C 3.25552 -0.14310 0.44817
N 3.67491 -1.26627 1.17206
C 5.03644 -1.37480 0.99033
C 2.81818 -2.13394 1.98280
H 8.76624 0.20976 0.93091
H 7.43782 -0.07287 2.10354
H 7.52228 1.45082 1.14282
H 7.29266 -1.13562 -0.14064
H 7.22322 0.31092 -0.99684
H 4.49707 1.19856 -0.88475
H 2.22111 0.12953 0.29968
H 5.73911 -2.02868 1.48540
H 3.37828 -2.62858 2.77635
H 2.18976 -2.81964 1.41447
H 2.15812 -1.51230 2.58776
Cl -0.22902 -0.41060 1.53954
*
```


Record 3
Here is 2 unconnected molecules or ions with the total composition C5H13N2O from the Open Molecules 2025 dataset. Energies are from ωB97M-V/def2-TZVPD.

## Properties
Largest force on an atom, eV/Å: 0.8
LUMO, hartree: 0.1514
Frontier orbital gap, eV: 7.1174
E_HOMO, eV: -2.997
ΔE to the lowest compared entry with this formula, charge and spin, eV: 1.102

ORCA input file:
```
! RIJCOSX wB97M-V def2-TZVPD def2/J DEFGRID3
* xyz -1 1
C -0.32454 -2.77381 -0.20668
C 0.06773 -2.35440 1.02157
N -0.27190 -1.21544 1.67210
C 0.57466 -0.88122 2.80757
H -1.14397 -2.31894 -0.74577
H 0.19245 -3.62558 -0.62677
H 0.80462 -2.99407 1.51859
H -0.47528 -0.26739 1.04118
H 0.19577 0.00426 3.30824
H 0.56431 -1.72275 3.50787
H 1.61366 -0.71655 2.49399
C -0.06032 1.08086 -0.73856
O -0.57010 1.02725 0.52455
C -0.51169 2.31962 -1.51161
N -0.09067 2.28595 -2.91418
H 1.06427 1.15510 -0.72604
H -0.26980 0.18747 -1.36032
H -1.60316 2.37827 -1.52464
H -0.13955 3.20024 -0.96958
H -0.52505 2.96312 -3.51331
H 0.90857 2.26800 -3.05820
*
```


Record 4
Here is a single C5H8OS molecule at a distorted geometry from the Open Molecules 2025 dataset. Energies are from ωB97M-V/def2-TZVPD.

## Properties
Largest force on an atom, eV/Å: 4.2
LUMO, hartree: 0.0336
Frontier orbital gap, eV: 9.7970
E_HOMO, eV: -8.882
ΔE to the lowest compared entry with this formula, charge and spin, eV: 2.139
Structure (SMILES): C[C@]1(S)C=CCO1

ORCA input file:
```
! RIJCOSX wB97M-V def2-TZVPD def2/J DEFGRID3
* xyz 0 1
C -1.06506 1.33269 -0.15430
C -0.49982 -0.37953 -0.11517
S -1.99857 -1.36631 0.12961
C 0.53030 -0.61471 1.04384
C 1.66183 -0.99239 0.48924
C 1.58606 -0.89876 -1.05385
O 0.13027 -0.64814 -1.31533
H -0.19591 2.05038 -0.41175
H -1.58893 1.56231 0.84565
H -1.69999 1.46708 -0.97163
H -2.55611 -1.16219 -1.05317
H 0.21846 -0.76300 2.08286
H 2.57729 -1.23251 1.04749
H 2.22878 -0.03867 -1.30809
H 1.72670 -1.84669 -1.45700
*
```


Record 5
Here is a molecular structure, C43H51BrIN6O8S3W at a distorted geometry from the Open Molecules 2025 dataset. Energies are from ωB97M-V/def2-TZVPD.

## Properties
Largest force on an atom, eV/Å: 1.6
LUMO (spin up / spin down), hartree: -0.1018 / -0.1347
Frontier orbital gap (spin up / spin down), eV: 7.7994 / 6.9847
E_HOMO (spin up / spin down), eV: -10.568 / -10.651
ΔE to the lowest compared entry with this formula, charge and spin, eV: 0.366

ORCA input file:
```
! RIJCOSX wB97M-V def2-TZVPD def2/J DEFGRID3
* xyz 1 3
W -0.34760 0.47637 0.43570
C -0.96470 0.59296 2.62331
C -1.95936 -0.30830 2.11823
C -2.70479 0.43002 1.13709
C -2.14495 1.75083 1.08416
C -1.12552 1.89088 2.06014
C -0.62185 3.19920 2.64465
C 0.35222 2.93061 3.79289
C -1.85539 3.93585 3.18689
C 0.05864 4.08601 1.59703
C -4.03547 0.17093 0.40863
C -4.12876 0.93956 -0.91820
C -4.33631 -1.29474 0.07598
C -5.13859 0.74401 1.31547
C -2.26480 -1.59968 2.89379
C -1.35969 -1.69900 4.13139
C -2.02419 -2.86480 2.06701
C -3.69897 -1.54808 3.44876
H -0.34124 0.39090 3.47371
H -2.60235 2.58111 0.57202
H -0.14877 2.43508 4.62952
H 0.75239 3.87851 4.15775
H 1.19248 2.31184 3.46718
H -2.45145 3.28217 3.82959
H -2.49322 4.29591 2.37494
H -1.53723 4.79879 3.77564
H 1.02197 3.67853 1.29848
H 0.23330 5.08075 2.01346
H -0.56494 4.19861 0.70505
H -3.30502 0.70002 -1.57703
H -4.16604 2.02152 -0.77031
H -5.05528 0.65171 -1.41876
H -3.56321 -1.70937 -0.56292
H -5.28307 -1.34125 -0.46668
H -4.44074 -1.92604 0.95225
H -4.93781 1.79184 1.55702
H -5.24023 0.19671 2.25111
H -6.09267 0.69198 0.78647
H -0.30201 -1.70475 3.86860
H -1.57964 -2.64118 4.63623
H -1.55333 -0.88849 4.84096
H -0.95320 -2.99575 1.88443
H -2.53636 -2.83687 1.10823
H -2.37178 -3.74299 2.61822
H -3.87647 -0.59487 3.95528
H -3.81788 -2.34691 4.18285
H -4.46528 -1.68637 2.69331
O 3.98272 -0.57301 1.44833
C 4.49027 0.67994 1.32701
C 5.85273 0.83676 1.55975
C 6.45022 2.07096 1.37979
C 5.69976 3.16572 0.96037
C 4.35011 3.00918 0.71585
C 3.72686 1.77274 0.90033
C 2.29612 1.62685 0.56021
O 1.47829 0.90774 1.29847
N 1.90258 2.18475 -0.53308
N 0.54778 1.91346 -0.80433
C 0.09750 2.76309 -1.68030
S -1.46887 2.65400 -2.39705
C -1.43656 4.36320 -3.01481
C -0.03087 4.64413 -3.49323
S 1.13520 4.04236 -2.23366
H 3.01475 -0.56426 1.37154
H 6.41780 -0.03068 1.87996
H 7.51130 2.18028 1.56788
H 6.16715 4.13267 0.82716
H 3.74538 3.84414 0.38056
H -1.72779 5.02774 -2.20388
H -2.16534 4.43151 -3.82034
H 0.14556 5.71237 -3.61097
H 0.18243 4.13540 -4.43167
S 1.38375 -1.37012 -0.41904
C 2.30143 -0.62415 -1.67641
N 1.86558 -0.03087 -2.77287
C 2.97585 0.42122 -3.62509
C 4.22036 0.08439 -2.77763
N 3.62915 -0.62978 -1.64386
H 0.93214 -0.18830 -3.14155
H 2.89146 1.48915 -3.81571
H 2.96080 -0.11106 -4.57469
H 4.73180 0.98163 -2.43150
H 4.92978 -0.54735 -3.30616
H 4.14082 -0.93507 -0.83090
O -0.89899 -0.49621 -3.32427
C -1.26243 -1.03645 -2.29289
O -1.29770 -0.42521 -1.14388
C -1.74455 -2.45482 -2.35889
C -1.36253 -3.41805 -1.44056
C -1.86416 -4.70021 -1.57145
C -2.74305 -5.05458 -2.57338
C -3.08075 -4.08044 -3.48723
C -2.58663 -2.79443 -3.40869
N -4.02131 -4.42342 -4.58033
O -4.36760 -3.52331 -5.31964
O -4.36879 -5.58286 -4.66977
N -1.47643 -5.71992 -0.57757
O -0.54167 -5.45671 0.15226
O -2.08964 -6.76810 -0.58211
H -0.67282 -3.19823 -0.64233
H -3.14722 -6.05293 -2.64580
H -2.86582 -2.06276 -4.15472
Br 2.89299 -5.61630 1.11667
C 1.83236 -5.82141 2.66711
C 1.35905 -7.08990 2.96682
C 0.55205 -7.28660 4.07560
C 0.21493 -6.21848 4.89186
C 0.69102 -4.94928 4.60062
C 1.49970 -4.74617 3.48941
I 2.18881 -2.80775 3.11048
H 1.61995 -7.92126 2.32638
H 0.18640 -8.28162 4.29788
H -0.41558 -6.36843 5.75877
H 0.44127 -4.11023 5.23823
*
```


The DFT total energy results, record by record, are as follows: -426.5432 -1838.2144 -383.0234 -668.6600 -6732.7127 hartree.